No. 1
Computed, not measured: a structure of composition C36H40As2Br2N3O5ReSi, with ωB97M-V/def2-TZVPD.

Structure (XYZ):
```
90
Properties=species:S:1:pos:R:3
Re 0.33574 -0.15737 0.26747
C 3.20018 -2.54514 1.49418
As 1.87181 -1.23585 1.99819
C 2.85153 0.08512 3.00362
C 0.80416 -2.17690 3.31647
C 1.44592 -2.89818 4.32024
C 0.70862 -3.62900 5.23804
C -0.67756 -3.64417 5.16032
C -1.32407 -2.91659 4.17378
C -0.58742 -2.18121 3.25137
As -1.47377 -1.09203 1.91938
C -2.27020 0.26580 3.06440
C -3.04787 -2.04740 1.32808
H 3.77826 -2.83663 2.36915
H 3.86861 -2.11844 0.75062
H 2.70090 -3.41285 1.07008
H 3.27703 -0.37280 3.89506
H 2.16912 0.88974 3.26464
H 3.64817 0.47805 2.37296
H 2.52709 -2.89654 4.39134
H 1.21517 -4.18945 6.01211
H -1.25406 -4.22251 5.86970
H -2.40628 -2.93308 4.12398
H -3.27644 -0.05469 3.32975
H -2.31556 1.23821 2.58222
H -1.66205 0.34551 3.96259
H -3.69204 -2.25746 2.17982
H -2.79106 -2.96956 0.81580
H -3.57572 -1.38840 0.63815
C -1.85539 -0.00348 -2.49812
C -1.94805 1.16478 -1.58755
C -2.80990 2.22849 -1.93840
C -2.87805 3.35373 -1.18174
C -2.07403 3.46655 -0.02478
C -2.04736 4.59152 0.83253
Br -3.14463 6.08518 0.47904
C -1.22978 4.61572 1.92811
C -0.40902 3.51648 2.21498
Br 0.69241 3.54572 3.73986
C -0.39338 2.39593 1.41122
O 0.35443 1.33663 1.66515
C -1.24182 2.37534 0.27970
N -1.19905 1.22866 -0.49698
H -2.83195 -0.24427 -2.91700
H -1.44150 -0.86611 -1.98848
H -1.17694 0.26118 -3.31215
H -3.40172 2.12748 -2.83712
H -3.53290 4.16908 -1.45672
H -1.21119 5.47774 2.57952
C -1.56307 -3.48401 -2.14768
Si 0.01486 -3.36604 -1.13889
C 1.34027 -4.48518 -1.84473
C -0.43214 -4.09937 0.52952
N 0.63235 -1.69328 -1.05467
C 1.56493 -1.48692 -2.14010
C 2.92188 -1.28948 -1.89694
C 3.81758 -1.12854 -2.94127
C 3.37897 -1.18377 -4.25729
C 2.03621 -1.40866 -4.51158
C 1.13861 -1.55941 -3.46368
H -1.90962 -4.52082 -2.10795
H -1.43991 -3.22463 -3.19940
H -2.35990 -2.85892 -1.73999
H 1.34312 -5.43480 -1.30499
H 2.33607 -4.04824 -1.76918
H 1.16576 -4.70617 -2.89897
H -0.67416 -5.14411 0.30878
H -1.30878 -3.68291 1.01988
H 0.38076 -4.11306 1.25665
H 3.27529 -1.24101 -0.87698
H 4.86587 -0.96668 -2.72438
H 4.07945 -1.06326 -5.07246
H 1.67791 -1.46693 -5.53122
H 0.09557 -1.74014 -3.68303
O 0.84317 1.55493 -2.55147
C 1.70050 1.65672 -1.70346
O 1.74934 0.90605 -0.61064
C 2.85140 2.60266 -1.82502
C 3.14448 3.13294 -3.07590
C 4.19769 4.01930 -3.22230
C 4.92413 4.36488 -2.09783
C 4.64499 3.86394 -0.83980
C 3.59941 2.96606 -0.70982
N 6.05044 5.31461 -2.24530
O 6.64355 5.63489 -1.23695
O 6.26027 5.76159 -3.35199
H 2.54305 2.84111 -3.92577
H 4.46033 4.44245 -4.18010
H 5.23995 4.17781 0.00457
H 3.34895 2.55353 0.25791
```

**Expectation value of S²**: 3.77
**LUMO level (spin up / spin down)**: -2.933 / -4.208 eV
**ΔE to the lowest compared entry with this formula, charge and spin**: 18.6 kcal/mol
**2S+1**: 4
**Net charge**: +1
**HOMO level (spin up / spin down)**: -10.5 / -10.7 eV

Atom charges from the Löwdin analysis, given in e for atoms 1 to 2: Re 1.31; C -0.23

=====

No. 2
Computed, not measured: a structure of composition C35H26F5N3ORuSi, with ωB97M-V/def2-TZVPD.

Structure (XYZ):
```
72
Properties=species:S:1:pos:R:3
Ru -0.24524 0.31341 -0.37597
C 2.19328 1.52755 -2.61121
C 2.50688 1.68390 -1.15745
C 3.72978 2.26088 -0.80148
C 4.05467 2.44645 0.51801
C 3.14021 2.05350 1.48867
C 1.94962 1.49061 1.09088
N 1.63632 1.28866 -0.22466
C 0.94881 1.03464 2.09489
C 1.03840 1.15368 3.47054
C 0.02104 0.61812 4.25133
C -1.05676 -0.03794 3.67142
C -1.11433 -0.11780 2.29129
N -0.12942 0.43647 1.56630
C -2.17316 -0.77459 1.47392
C -3.27088 -1.36375 2.05969
C -4.22663 -1.95359 1.24269
C -4.04003 -1.92948 -0.11928
C -2.90720 -1.32678 -0.67303
C -2.71673 -1.32569 -2.15344
N -1.98439 -0.76241 0.11759
H 2.36458 2.47598 -3.12164
H 1.17478 1.19278 -2.78066
H 2.86653 0.79340 -3.05846
H 4.40916 2.55817 -1.58862
H 5.00016 2.88808 0.80119
H 3.36624 2.18347 2.53596
H 1.87846 1.65000 3.93140
H 0.07628 0.70282 5.32793
H -1.83012 -0.47160 4.28687
H -3.39201 -1.36159 3.13245
H -5.10441 -2.41613 1.67260
H -4.76842 -2.36828 -0.78626
H -3.66821 -1.51121 -2.64746
H -2.01630 -2.11304 -2.43601
H -2.30163 -0.38688 -2.51263
F 4.73240 -3.42502 -3.08445
C 3.61242 -2.74335 -2.84811
C 2.86661 -2.22822 -3.90007
F 3.28038 -2.41147 -5.15085
C 1.70758 -1.51702 -3.65566
F 1.02257 -1.00989 -4.68689
C 1.23587 -1.28829 -2.35560
O 0.12415 -0.61986 -2.14644
C 2.01203 -1.82400 -1.32788
F 1.58993 -1.65488 -0.04459
C 3.17537 -2.53690 -1.55342
F 3.86618 -3.02313 -0.52208
C 0.98974 6.19914 0.48892
C 0.14706 5.73077 1.48489
C -0.59273 4.57301 1.27826
C -0.50138 3.86432 0.07897
C 0.35026 4.35768 -0.91432
C 1.08807 5.51263 -0.71584
Si -1.48629 2.29673 -0.14842
C -2.50496 2.18322 -1.71168
C -1.89476 2.18412 -2.97050
C -2.63824 2.01917 -4.12938
C -4.01321 1.84978 -4.04788
C -4.63912 1.84826 -2.80860
C -3.89076 2.01146 -1.65210
H 1.56117 7.10494 0.64367
H 0.05730 6.27147 2.41803
H -1.25393 4.22149 2.06322
H 0.42399 3.84468 -1.86667
H 1.73254 5.88778 -1.50078
H -2.37353 2.17931 1.04298
H -0.82226 2.30389 -3.05891
H -2.14574 2.01825 -5.09284
H -4.59797 1.72392 -4.94957
H -5.71260 1.72572 -2.74518
H -4.39322 2.00318 -0.69100
```

**Expectation value of S²**: 0.76
**LUMO level (spin up / spin down)**: -3.791 / -4.014 eV
**ΔE to the lowest compared entry with this formula, charge and spin**: 14.6 kcal/mol
**2S+1**: 2
**Net charge**: +1
**HOMO level (spin up / spin down)**: -10.8 / -10.8 eV

Atom charges from the Löwdin analysis, given in e for atoms 1 to 2: Ru 1.19; C -0.01

=====

Maximum force: 0.55; 1.51 (eV/Å)
Electronic energy: -11923.481729; -2472.396361 (hartree)